[1]
Below is C3H6O2 in the gas phase in a non-equilibrium geometry, with properties calculated with the ωB97M-V functional and the def2-TZVPD basis.

Structure (ORCA input):
```
! RIJCOSX wB97M-V def2-TZVPD def2/J DEFGRID3
* xyz 0 1
O -1.60640 -0.45103 0.37598
O -2.53880 -0.06806 -0.67029
C -0.37299 0.27430 0.50086
C 1.97252 -0.09704 -0.44250
C 0.79933 -0.50231 -0.02129
H 2.52035 0.89833 -0.25671
H -0.47362 1.31582 0.09613
H 2.71260 -0.72565 -0.93354
H 0.45241 -1.48016 -0.13165
H -0.26823 0.48942 1.59884
H -3.19717 0.34638 -0.11582
*
```

Values from the calculation:
E_HOMO: -9.9 eV
LUMO level: 1.0 eV
Energy above the lowest of the compared OMol25 structures with the same formula, charge and spin: 111.7 kcal/mol
Orbital gap: 10.9 eV
SMILES: C=CCOO
E: -268.22727 hartree

=====

[2]
Below is 9 unconnected molecules or ions with the total composition C31H70F21N5O5P3 in a non-equilibrium geometry, with properties calculated with the ωB97M-V functional and the def2-TZVPD basis.

Structure (ORCA input):
```
! RIJCOSX wB97M-V def2-TZVPD def2/J DEFGRID3
* xyz 1 1
P -2.30424 5.23236 -0.94012
P 3.60085 5.41224 0.47744
P -2.44132 -0.14619 3.75236
F 3.77739 7.01573 0.07806
F -3.71168 0.76424 3.26951
F -2.13866 6.74335 -1.60783
F -1.16620 -1.14732 4.01289
F 1.90519 5.45975 0.39809
F -2.57808 0.13925 5.35452
F -2.82604 -5.07030 -1.06265
F -1.33592 1.05267 3.49105
F -3.54910 -1.32268 3.93917
F -2.66197 5.92000 0.48624
F 3.57891 5.02706 -1.10536
F 3.39272 3.84416 0.82390
F -2.21282 -0.53640 2.17549
F -1.64334 -5.23204 -2.81027
F 3.67884 5.76403 2.01891
F -0.72004 -5.36257 -0.94107
F -3.98259 5.24572 -1.22529
F 5.20439 5.11746 0.47760
F -0.71204 5.18351 -0.60705
F -2.36386 3.77543 -0.15084
F -2.05562 4.39482 -2.32578
O -1.70440 -2.24325 -0.55109
O 0.62735 3.07867 3.52394
O -2.11419 -2.41728 -2.67188
O 0.69183 0.71930 -1.29047
O -4.20651 1.17018 0.35775
N -5.15330 2.54360 2.05033
N 2.69292 -1.80667 5.23021
N 1.16251 -2.13796 -4.85448
N -1.64194 0.60500 -0.74705
N 0.76802 5.38285 3.06642
C -1.68789 -4.70343 -1.61572
C -0.20713 1.13595 -0.55661
C 3.05824 -2.14010 7.62412
C -0.76773 5.55538 2.90157
C -1.57010 -3.13713 -1.59726
C 2.01542 -1.57986 -5.97695
C 2.67004 -1.72841 2.63412
C -2.31794 1.07694 -2.04344
C 0.76724 -4.45783 -5.84123
C 2.07167 -2.38339 3.94799
C 2.02026 -2.42864 6.49385
C 0.25332 -6.57497 -7.36862
C 0.42681 -0.90651 -4.20913
C 2.02876 -2.92829 -3.83460
C 1.16130 4.11022 3.80151
C 4.43623 -2.37121 6.99741
C 1.43740 0.18577 -4.48753
C -4.97184 2.11662 0.58317
C 2.41705 4.14644 4.68957
C -3.84336 -1.58018 -4.14697
C 3.21376 -2.18208 0.27409
C 0.11891 -3.07576 -5.50760
C -0.09551 -5.13588 -6.98975
C -5.85043 2.83932 -0.48889
C 1.74595 -0.06587 -6.00326
C 2.41501 -2.60214 1.45222
C 0.08025 1.80697 0.78064
C 2.58663 -0.26568 5.11624
C -3.42357 -2.70094 -3.18576
C -4.55428 4.02607 2.33006
C 4.14249 -2.19088 5.49654
H -3.48561 -3.69718 -3.62368
H -5.03576 4.76125 1.68524
H -3.16635 0.41866 -2.23048
H 2.72152 3.16007 5.03951
H -5.23970 3.03288 -1.37074
H 0.44148 -7.13254 -6.45111
H -0.62373 -3.17270 -4.71565
H -1.12284 -5.26105 -6.64765
H 3.20691 -3.02518 -0.41672
H 0.97672 -2.12343 6.57114
H 3.33157 0.04934 4.38554
H 4.25132 -3.10939 4.91983
H -1.20773 5.27032 3.85720
H 2.43726 -3.40916 3.99554
H 0.86823 2.55852 0.73191
H -4.45722 -0.78940 -3.71577
H -0.96417 6.61327 2.72724
H 0.45206 1.02500 1.44274
H 2.65652 0.44411 -6.31771
H -4.51334 -1.95104 -4.92267
H 2.62477 -3.65990 1.61107
H 4.83951 -3.34488 7.27568
H 1.37545 -2.54667 1.12919
H 2.03914 -3.50976 6.35631
H -6.20953 3.82693 -0.19945
H 2.64813 -3.63982 -4.38067
H -6.59433 2.13002 -0.85166
H -0.46859 -2.56039 -6.26743
H 1.21161 5.37770 2.15906
H -4.74806 4.21960 3.38509
H -3.05642 -1.11214 -4.73837
H 5.08216 -1.55536 7.32185
H -0.50821 -0.68857 -4.72520
H -0.49089 -3.13095 -1.75009
H 2.86223 0.29447 6.00977
H 0.83116 -5.10358 -4.96543
H 3.15831 4.66055 4.07774
H 2.60296 -2.14163 -3.34514
H 1.06349 1.20927 -4.46018
H 2.27498 4.79150 5.55664
H -2.26079 0.62202 0.05097
H -6.15222 2.54789 2.19946
H -0.07887 -4.55831 -7.91400
H 4.86959 -1.47442 5.11429
H -4.16275 -2.71037 -2.38474
H 3.68541 -1.39989 2.85592
H -3.48223 4.12651 2.16059
H -4.69341 1.86193 2.63677
H -1.12658 4.84349 2.15825
H 2.17912 -0.77486 2.43955
H 1.31028 -3.45553 -3.20697
H -0.80118 2.28849 1.20411
H 3.03711 -1.12490 8.02040
H 1.58803 0.06996 4.83652
H 0.93178 0.11794 -6.70430
H 0.07497 -0.95658 -3.17869
H -0.53006 -7.05646 -7.95392
H 3.01525 -1.75811 -5.58112
H -1.64019 0.94812 -2.88733
H 4.22712 -1.82721 0.46191
H 2.64135 -1.41393 -0.24591
H 1.25849 6.07420 3.61557
H 2.85302 -2.77220 8.48808
H -1.59151 -0.40161 -0.81254
H 2.28474 0.26180 -3.80612
H 1.75488 -4.34600 -6.28862
H 1.08314 -6.54519 -8.07474
H -2.77171 2.03266 -1.78119
H 0.98517 -2.41447 4.02940
H 1.81307 -2.01297 -6.95653
*
```

Values from the calculation:
E_HOMO: -9.1 eV
LUMO level: -2.5 eV
Orbital gap: 6.6 eV
E: -4994.61456 hartree

=====

[3]
Below is 4 unconnected molecules or ions with the total composition C20H35F3O15P2S, with properties calculated with the ωB97M-V functional and the def2-TZVPD basis.

Structure (ORCA input):
```
! RIJCOSX wB97M-V def2-TZVPD def2/J DEFGRID3
* xyz 0 1
S -1.09196 2.24796 -1.39872
P -3.15962 -1.48186 -1.02130
P -0.93818 0.35912 -1.19938
F 8.36105 -1.29448 -0.11818
F 2.39533 -0.87161 0.20769
F 12.36696 0.67791 -0.68356
O -2.46277 -2.56666 -1.70456
O -2.12322 -0.40895 -0.39151
O 6.05659 2.49253 -0.06498
O -4.51708 0.13152 1.26322
O 7.57399 0.82173 -0.10744
O 3.64883 -2.38970 1.31209
O 4.23901 -3.80944 2.96252
O 2.06712 -3.43604 2.47735
O 10.09037 -1.25316 2.57726
O 5.64256 0.52634 0.95610
O -4.01760 -1.90214 0.22155
O 11.14468 0.10935 1.12724
O 11.99549 -1.89943 1.56073
O -4.16576 -0.62396 -1.87516
O -3.28470 2.37501 2.32320
C 3.39988 -3.27236 2.32586
C 12.43176 0.11066 0.54158
C -7.19542 0.95786 -2.87972
C -3.89876 -0.25631 -3.25364
C -1.90401 4.06076 3.40990
C -3.87210 1.42166 3.16980
C 2.44684 -2.16590 0.60648
C -3.27366 3.69465 2.84806
C 7.72641 -0.36791 0.64787
C -6.00117 1.09214 -3.82495
C -5.02888 -1.05661 0.82271
C 12.76086 -1.36990 0.47600
C -8.25180 -0.06113 -3.34761
C -5.21168 -0.21671 -4.00965
C -9.65619 0.53155 -3.41111
C 1.39009 -2.49148 1.64627
C 6.29055 -0.74774 0.94755
C 6.38581 1.39351 0.22876
C 10.98831 -1.04359 1.83176
C -3.79883 0.07988 2.48775
H -4.04473 3.79965 3.61926
H -4.22331 -0.69127 3.14215
H -5.80795 -1.07161 -3.68319
H -5.78857 -0.83755 0.07538
H 8.33813 -0.16454 1.52321
H 0.17294 -0.09521 -0.48213
H 1.15520 -1.59644 2.22569
H -8.26267 -0.92905 -2.68390
H -9.71393 1.31758 -4.16738
H -1.98748 4.78708 4.21940
H -2.75145 -0.17399 2.29816
H 2.42548 -2.80278 -0.27994
H -4.91522 1.68202 3.39238
H -6.35610 1.45159 -4.79423
H 13.81148 -1.60282 0.61655
H -9.93426 0.97593 -2.45314
H -5.32874 1.86097 -3.43450
H -6.82570 0.69093 -1.88539
H -3.42937 0.73054 -3.23085
H -3.32251 1.34671 4.12059
H 12.39635 -1.78738 -0.46399
H 13.10299 0.70377 1.16537
H -7.98539 -0.44543 -4.33677
H -0.88285 -0.38980 -2.38484
H -5.42937 -1.67495 1.62941
H -1.25832 4.48244 2.64056
H -10.40108 -0.22474 -3.66291
H -4.98555 -0.38418 -5.06501
H -1.41415 3.16687 3.79881
H 0.48492 -2.93448 1.24154
H -7.67106 1.93656 -2.77206
H 6.15277 -1.24719 1.90112
H -3.54988 4.35791 2.02690
H 5.88121 -1.35998 0.14323
H -3.20094 -0.97425 -3.68731
*
```

Values from the calculation:
E_HOMO: -9.2 eV
LUMO level: 0.5 eV
Energy above the lowest of the compared OMol25 structures with the same formula, charge and spin: 0.0 kcal/mol
Orbital gap: 9.6 eV
SMILES: CCCCCCO[P@](=O)(OCOCCOCC)O[PH2]=S.O=C1OC[C@@H](F)O1.O=C1OC[C@@H](F)O1.O=C1OC[C@@H](F)O1
E: -3292.32910 hartree